C4H15N2O2 | ωB97M-V with the def2-TZVPD basis set

Values from the calculation:
Frontier orbital gap (alpha / beta) ... 7.1 / 4.8 eV
Multiplicity ... 2
Charge ... +2
Energy relative to the best compared isomer or geometry (same formula, charge and spin) ... 5.450 eV

Element x y z (Å)
N: -3.5430 0.6978 2.2592
C: 1.1510 -1.2656 0.1246
C: 1.9059 -0.1086 0.6921
C: 3.2677 0.0851 -0.1514
O: 3.6438 1.4841 -0.0187
C: -0.1960 -1.1282 -0.4391
N: -0.4562 -0.3116 -1.6481
H: -2.8239 1.3805 2.2506
H: -4.3749 1.1079 2.8013
H: -3.7449 0.4142 1.2976
H: 1.3755 -2.2776 0.4763
H: 1.4438 0.8140 0.5181
H: 2.2699 -0.0768 1.7631
H: 4.0091 -0.5977 0.3712
H: 3.0441 -0.1016 -1.2819
H: 4.2096 1.7037 -0.7823
H: -0.9657 -0.6896 0.2236
H: -0.6438 -2.1037 -0.6592
H: -0.0593 0.6049 -1.5973
H: -0.0029 -0.8297 -2.3899
H: -2.3540 0.0833 -1.4545
H: -3.8910 0.8421 -1.4097
O: -3.2648 0.2731 -0.9455

Cartesian forces, eV/Å:
N -3.0 2.3 -0.1
C -0.2 2.0 3.8
C 0.8 -1.2 -0.7
C 0.9 0.7 -1.1
O -0.6 -2.0 -0.2
C -1.7 -0.2 -1.6
N 0.6 -1.0 0.1
H 1.9 0.5 0.6
H 1.1 -1.5 -0.3
H 0.0 -1.3 -0.6
H 0.7 0.1 -0.6
H -1.2 1.2 -0.4
H -0.5 -1.0 -1.0
H -0.7 0.7 -1.2
H 0.8 -0.2 2.0
H -0.2 0.0 0.4
H 1.0 -0.2 1.1
H 0.4 0.0 0.0
H 0.3 0.7 0.0
H -0.2 0.4 -0.7
H -2.8 0.9 0.9
H 0.6 -0.2 -0.5
O 2.3 -0.7 0.1

=====

C34H22CoF6I2NO4PS2 | ωB97M-V with the def2-TZVPD basis set

Values from the calculation:
Frontier orbital gap (alpha / beta) ... 6.9 / 6.1 eV
Charge ... +1

Element x y z (Å)
Co: 0.0701 -0.1858 -0.1983
I: -1.8889 -2.0034 -0.3415
C: -3.2246 -0.4242 -0.0199
C: -4.5680 -0.6453 -0.0045
C: -5.4407 0.4515 0.1488
C: -4.9477 1.7171 0.2695
C: -3.5534 1.9651 0.2514
C: -3.0289 3.2735 0.3434
C: -1.6835 3.4950 0.2993
C: -0.7904 2.4079 0.1824
C: -1.2723 1.1388 0.0896
C: -2.6605 0.8683 0.1116
H: -4.9710 -1.6436 -0.1173
H: -6.5085 0.2771 0.1581
H: -5.6232 2.5581 0.3720
H: -3.7195 4.1037 0.4373
H: -1.2902 4.5023 0.3515
H: 0.2790 2.5979 0.1575
I: 0.0752 -0.4780 2.3293
C: 1.8966 -0.1622 3.3439
C: 1.6977 -0.1801 4.6985
C: 2.7720 -0.0341 5.5890
C: 4.0266 0.1140 5.0844
C: 4.2551 0.1363 3.6888
C: 5.5872 0.2688 3.2363
C: 5.8764 0.2827 1.9060
C: 4.8244 0.1902 0.9861
C: 3.5040 0.0754 1.3655
P: 2.4263 -0.0079 -0.1130
C: 2.8162 -1.6159 -0.8391
C: 2.0184 -2.6889 -0.4315
C: 2.2542 -3.9624 -0.9195
C: 3.2976 -4.1735 -1.8087
C: 4.1086 -3.1179 -2.1971
C: 3.8737 -1.8404 -1.7173
C: 2.9978 1.3396 -1.1612
C: 3.0795 1.1830 -2.5436
C: 3.4050 2.2708 -3.3406
C: 3.6330 3.5100 -2.7668
C: 3.5386 3.6710 -1.3894
C: 3.2227 2.5923 -0.5846
C: 3.1773 0.0171 2.7565
H: 0.7022 -0.3147 5.1056
H: 2.5903 -0.0523 6.6548
H: 4.8804 0.2144 5.7425
H: 6.3731 0.3517 3.9769
H: 6.8944 0.3749 1.5523
H: 5.0718 0.2293 -0.0678
H: 1.2230 -2.5363 0.2949
H: 1.6304 -4.7891 -0.6038
H: 3.4824 -5.1669 -2.1977
H: 4.9218 -3.2864 -2.8911
H: 4.5082 -1.0278 -2.0389
H: 2.8720 0.2283 -3.0075
H: 3.4568 2.1441 -4.4149
H: 3.8781 4.3592 -3.3925
H: 3.7142 4.6412 -0.9413
H: 3.1658 2.7240 0.4913
F: -2.5586 0.0515 -3.0271
C: -1.9531 1.1672 -3.4343
F: -2.4626 2.2097 -2.7667
F: -2.1515 1.3270 -4.7305
S: -0.1081 1.0829 -3.0938
O: -0.0330 -0.0259 -2.0951
O: 0.2573 2.3766 -2.6279
N: 0.5771 0.6845 -4.4031
S: 0.6346 -0.8549 -4.8630
O: 1.7724 -1.5142 -4.2966
O: -0.6401 -1.4958 -4.8255
C: 1.0413 -0.5515 -6.6384
F: 1.0307 -1.7299 -7.2568
F: 2.2587 -0.0067 -6.7345
F: 0.1382 0.2516 -7.1890

Cartesian forces, eV/Å:
Co -0.2 -0.4 0.1
I -0.1 0.2 0.0
C -0.1 0.2 0.0
C 0.1 -0.2 0.0
C -0.1 0.1 0.0
C 0.0 0.0 0.0
C 0.0 -0.1 0.0
C 0.0 0.1 0.0
C 0.0 0.1 0.0
C 0.1 -0.1 0.1
C 0.2 0.3 0.0
C 0.1 -0.2 0.0
H 0.0 0.0 0.0
H 0.0 0.0 0.0
H 0.0 0.0 0.0
H 0.0 0.0 0.0
H 0.0 0.0 0.0
H 0.0 0.0 -0.1
I 0.1 -0.1 0.0
C 0.0 0.1 0.1
C -0.2 0.0 -0.1
C 0.1 0.0 0.0
C -0.1 0.0 0.1
C 0.0 0.0 0.0
C 0.0 0.0 -0.1
C 0.0 0.0 0.1
C 0.0 0.0 0.0
C 0.1 0.1 -0.1
P -0.1 0.3 0.0
C -0.1 -0.1 0.0
C 0.0 0.1 0.0
C 0.0 -0.1 0.0
C 0.0 -0.1 0.0
C 0.0 0.0 0.0
C -0.1 0.0 0.0
C 0.0 -0.1 -0.1
C 0.1 0.0 0.1
C 0.0 0.0 0.0
C 0.0 0.0 0.0
C 0.0 0.1 0.0
C 0.0 0.0 0.1
C -0.1 0.0 -0.1
H 0.0 0.0 0.0
H 0.0 0.0 0.0
H 0.0 0.0 0.0
H 0.0 0.0 0.0
H 0.0 0.0 0.0
H 0.0 0.0 0.0
H 0.0 0.0 0.0
H 0.0 0.0 0.0
H 0.0 0.0 0.0
H 0.0 0.0 0.0
H 0.0 0.1 0.0
H 0.0 0.0 0.0
H 0.0 0.0 0.0
H 0.0 0.0 0.0
H 0.0 0.0 0.0
H 0.0 0.0 0.0
F 0.0 0.2 0.0
C 0.0 0.1 0.1
F 0.0 -0.3 -0.2
F -0.1 0.1 0.1
S -0.2 0.1 -0.1
O 0.3 -0.1 0.2
O 0.0 0.1 0.0
N 0.0 0.0 0.1
S 0.2 0.1 -0.1
O 0.2 -0.1 0.0
O -0.2 -0.1 0.0
C 0.0 -0.1 0.2
F 0.1 0.2 0.0
F -0.3 -0.1 -0.1
F 0.2 -0.1 0.0

=====

C6H13MgO5Rh | ωB97M-V with the def2-TZVPD basis set

Values from the calculation:
Frontier orbital gap (alpha / beta) ... 7.3 / 5.7 eV
Multiplicity ... 6
Charge ... +3

Element x y z (Å)
O: 0.2350 0.3535 -0.8948
C: 1.4802 0.4131 -1.5422
C: 2.4108 -0.6763 -1.0269
O: 1.6704 -1.9069 -0.9866
C: 2.4497 -3.0369 -0.6043
Mg: -0.2804 -1.5328 -0.5696
H: 1.9726 1.3871 -1.3814
H: 1.3412 0.2905 -2.6306
H: 2.7609 -0.4566 -0.0054
H: 3.2816 -0.8019 -1.6866
H: 1.7705 -3.8889 -0.4985
H: 3.1938 -3.2488 -1.3835
H: 2.9547 -2.8391 0.3520
O: -0.5927 -0.5027 1.3361
C: -0.0143 0.6190 1.1264
O: -0.6471 1.7679 1.2761
C: -1.9313 1.8084 1.8829
O: -2.8750 1.0730 1.1524
C: -3.3163 1.6897 -0.0775
Rh: -2.5452 -0.9480 1.1773
H: 1.0649 0.6880 1.3013
H: -2.2130 2.8660 1.9019
H: -1.8647 1.4037 2.8990
H: -4.0960 1.0429 -0.4918
H: -3.7379 2.6751 0.1512
H: -2.4724 1.7610 -0.7768

Cartesian forces, eV/Å:
O 1.5 0.8 -2.5
C -0.2 -1.4 0.9
C 0.5 0.1 0.4
O -1.6 1.2 0.0
C 1.0 -1.2 0.3
Mg 0.1 -1.5 0.1
H -0.1 0.6 -0.3
H -0.4 0.7 -0.3
H 0.2 0.0 -0.2
H -0.2 0.2 0.1
H 0.2 0.1 -0.1
H -0.2 0.0 0.2
H -0.2 -0.1 -0.2
O 2.4 1.1 -0.1
C -1.0 1.1 3.4
O 1.9 -1.5 -0.9
C -1.1 0.6 0.6
O -0.1 0.8 0.8
C -0.4 0.3 -1.1
Rh -2.3 -2.1 -0.3
H 0.0 0.2 -0.8
H 0.1 -0.2 0.0
H 0.0 0.0 -0.1
H 0.1 0.2 0.1
H 0.1 -0.2 0.0
H -0.2 0.1 0.2

=====

C46H45BBaN11O2SSi | ωB97M-V with the def2-TZVPD basis set

Values from the calculation:
Frontier orbital gap ... 5.1 eV
Charge ... -1

Element x y z (Å)
Ba: 1.0476 -0.7021 -0.4288
C: -1.3318 -4.7182 1.7025
C: -1.3378 -3.4066 1.2025
N: -0.2904 -3.1924 0.4203
N: 0.4127 -4.3420 0.3982
C: -0.1926 -5.2728 1.1615
B: 1.7700 -4.5174 -0.3182
N: 2.8959 -3.7604 0.4641
C: 4.1054 -4.2315 0.8227
C: 4.7869 -3.2336 1.4912
C: 3.8805 -2.1633 1.4985
N: 2.7526 -2.5006 0.8938
N: 1.7048 -4.0642 -1.7936
C: 1.7085 -4.8722 -2.8723
C: 1.6852 -4.0903 -4.0062
C: 1.6715 -2.7776 -3.5137
N: 1.6817 -2.7760 -2.1887
H: -2.0502 -5.1881 2.3517
H: -2.0454 -2.6088 1.3639
H: 0.2298 -6.2597 1.2529
H: 2.0515 -5.6892 -0.2959
H: 4.3938 -5.2384 0.5712
H: 5.7869 -3.2752 1.8879
H: 3.9889 -1.1621 1.8857
H: 1.7295 -5.9424 -2.7509
H: 1.6691 -4.4179 -5.0308
H: 1.6559 -1.8420 -4.0512
O: 4.6121 2.1698 -1.2593
C: 3.4488 1.8325 -1.0482
O: 2.9338 0.6802 -1.1354
C: 2.4534 2.9463 -0.6812
C: 2.7671 4.2679 -1.0937
C: 1.8922 5.2728 -0.8320
C: 0.7142 4.9840 -0.1017
C: -0.2404 5.9676 0.2451
C: -1.3440 5.6389 0.9812
C: -1.5353 4.3077 1.4068
C: -0.6318 3.3374 1.0767
C: 0.5091 3.6470 0.3037
N: 1.3662 2.6339 -0.0204
H: 3.6994 4.4167 -1.6186
H: 2.0800 6.2887 -1.1616
H: -0.0784 6.9876 -0.0847
H: -2.0726 6.3974 1.2393
H: -2.4126 4.0519 1.9902
H: -0.7584 2.3087 1.3751
C: 5.3100 -1.5102 5.0825
C: 4.0875 -0.7316 5.4375
C: 3.7728 -0.2632 6.6775
C: 2.5493 0.4381 6.8168
N: 1.7250 0.6686 5.8247
C: 2.0396 0.2310 4.5747
S: 1.0998 0.4672 3.2358
N: 3.2215 -0.4792 4.4386
C: 2.1338 0.9556 8.1618
H: 5.9379 -1.6586 5.9573
H: 5.8850 -0.9828 4.3195
H: 5.0298 -2.4833 4.6748
H: 4.4263 -0.4306 7.5195
H: 3.4062 -0.8231 3.5067
H: 2.8895 0.7683 8.9223
H: 1.1998 0.4779 8.4587
H: 1.9422 2.0261 8.0948
C: -2.4738 -3.8584 -4.8725
C: -2.5528 -3.7279 -3.4908
C: -2.2617 -2.5107 -2.8927
C: -1.8977 -1.3796 -3.6370
C: -1.8230 -1.5419 -5.0225
C: -2.1037 -2.7599 -5.6342
Si: -1.4343 0.2127 -2.6578
C: -1.0561 1.4377 -4.0992
C: -2.0253 1.9312 -4.9791
C: -1.7046 2.8102 -6.0046
C: -0.3905 3.2290 -6.1777
C: 0.5916 2.7608 -5.3172
C: 0.2552 1.8802 -4.2940
C: -3.1583 0.8782 -2.1162
C: -4.4007 0.3155 -2.4149
C: -5.5899 0.8826 -1.9642
C: -5.5696 2.0453 -1.2070
C: -4.3450 2.6310 -0.8994
C: -3.1675 2.0459 -1.3394
H: -2.6900 -4.8083 -5.3476
H: -2.8252 -4.5787 -2.8761
H: -2.2993 -2.4430 -1.8080
H: -1.5356 -0.7006 -5.6442
H: -2.0283 -2.8497 -6.7126
H: -3.0588 1.6221 -4.8532
H: -2.4802 3.1714 -6.6713
H: -0.1373 3.9180 -6.9752
H: 1.6197 3.0840 -5.4346
H: 1.0369 1.5288 -3.6255
H: -4.4429 -0.5913 -3.0098
H: -6.5370 0.4180 -2.2166
H: -6.4960 2.4947 -0.8669
H: -4.3068 3.5446 -0.3141
H: -2.2210 2.5114 -1.0780
C: -2.5180 1.4394 4.1492
N: -3.0171 1.0670 2.8351
C: -4.3586 1.4702 2.4484
C: -2.2153 0.5069 1.9511
N: -1.5225 0.0107 1.1706
H: -3.1310 0.9753 4.9257
H: -2.5521 2.5257 4.2722
H: -1.4854 1.1115 4.2542
H: -5.0887 1.0391 3.1377
H: -4.5669 1.1287 1.4371
H: -4.4544 2.5596 2.4698

Cartesian forces, eV/Å:
Ba -1.0 0.4 0.4
C 0.0 0.0 0.0
C 0.0 0.0 0.0
N 0.2 0.1 -0.1
N 0.0 -0.1 0.1
C 0.0 0.0 0.0
B 0.0 0.0 0.0
N 0.0 -0.1 0.1
C -0.1 -0.1 -0.1
C 0.0 0.0 0.0
C 0.1 -0.3 0.0
N -0.2 0.2 -0.1
N 0.1 -0.1 0.0
C 0.0 0.0 0.0
C 0.0 0.0 0.0
C 0.0 -0.1 0.0
N 0.0 0.1 0.2
H 0.0 0.0 0.0
H 0.0 0.0 0.0
H 0.0 0.0 0.0
H 0.0 0.0 0.0
H 0.0 0.0 0.0
H 0.0 0.0 0.0
H 0.2 0.1 -0.3
H 0.0 0.0 0.0
H 0.0 0.0 0.0
H -0.1 0.0 0.0
O 0.0 0.0 0.1
C -0.1 0.1 -0.2
O 0.5 0.1 0.0
C 0.1 0.0 0.0
C 0.0 0.0 0.0
C 0.0 0.0 0.0
C 0.0 0.0 0.0
C 0.0 0.0 0.0
C 0.0 0.0 0.0
C 0.0 -0.1 0.0
C 0.0 0.0 0.0
C 0.0 0.0 0.0
N 0.2 0.0 -0.1
H 0.0 0.0 0.0
H 0.0 0.0 0.0
H 0.0 0.0 0.0
H 0.0 0.0 0.0
H 0.0 0.0 0.0
H 0.0 0.0 0.0
C 0.0 0.0 0.0
C 0.0 0.0 0.0
C 0.0 0.0 0.0
C 0.0 0.0 0.0
N 0.0 0.1 0.1
C 0.1 -0.2 0.0
S -0.1 0.1 -0.1
N -0.1 0.1 0.1
C 0.0 0.0 0.0
H 0.0 0.0 0.0
H 0.0 0.0 0.0
H 0.0 0.0 0.0
H 0.0 0.0 0.0
H 0.0 -0.1 0.0
H 0.0 0.0 0.0
H 0.0 0.0 0.0
H 0.0 0.0 0.0
C 0.0 0.0 0.0
C 0.0 0.0 0.0
C 0.0 0.0 0.0
C -0.1 0.0 0.1
C 0.0 0.0 0.0
C 0.0 0.0 0.0
Si 0.1 -0.1 -0.2
C 0.0 0.1 0.1
C 0.0 0.0 0.0
C 0.0 0.0 0.0
C 0.0 0.0 0.0
C 0.0 0.0 0.0
C 0.0 0.0 0.0
C 0.0 0.1 0.0
C 0.0 -0.1 0.0
C 0.0 0.0 0.0
C 0.0 0.0 0.0
C 0.0 0.0 0.0
C 0.0 0.0 0.0
H 0.0 0.0 0.0
H 0.0 0.0 0.0
H 0.0 0.0 0.0
H 0.0 0.0 0.0
H 0.0 0.0 0.0
H 0.0 0.0 0.0
H 0.0 0.0 0.0
H 0.0 0.0 0.0
H 0.0 0.0 0.0
H 0.0 0.0 0.0
H 0.0 0.0 0.0
H 0.0 0.0 0.0
H 0.0 0.0 0.0
H 0.0 0.0 0.0
H 0.0 0.0 0.0
C 0.0 0.0 0.0
N 0.0 0.0 0.0
C 0.0 0.0 0.0
C -0.1 -0.1 0.0
N 0.3 -0.2 0.0
H 0.0 0.0 0.0
H 0.0 0.0 0.0
H 0.0 0.0 0.0
H 0.0 0.0 0.0
H 0.0 0.0 0.0
H 0.0 0.0 0.0